(1)
# C6H8N

A molecular structure, C6H8N (ωB97M-V/def2-TZVPD, the OMol25 dataset).

The geometry in XYZ format:
```
15
Properties=species:S:1:pos:R:3:forces:R:3:mulliken_charge:R:1
C 0.553211 -1.796989 0.916538 0.543 -0.668 1.838 -0.55
C 0.836459 -0.728064 1.653953 -2.781 0.595 -3.245 -0.70
C -0.356294 0.977323 -1.359646 -0.876 1.028 0.414 -0.59
C -0.255240 -1.072903 -0.081681 -2.901 -1.108 -3.069 -0.12
C 0.603430 -0.096838 -0.819415 -1.620 0.188 -1.762 -0.23
C 0.129425 0.176399 0.554854 1.063 0.495 1.023 0.17
N -0.719941 1.380230 0.076815 -0.593 -1.603 3.475 -0.09
H 0.939827 -2.801503 1.075382 -0.336 0.125 -0.541 0.43
H 1.348690 -0.445668 2.458062 2.249 0.801 3.047 0.51
H 0.124795 1.860753 -1.792568 -0.226 -0.467 -0.300 0.33
H -1.352970 0.723763 -1.806081 1.324 -0.014 -0.228 0.33
H -1.309673 -1.293998 -0.532807 2.095 0.059 1.200 0.29
H 1.499505 -0.296486 -1.330648 1.313 -0.192 0.035 0.46
H -0.351113 2.226695 0.535616 -0.234 -0.024 -0.906 0.36
H -1.690110 1.187286 0.451625 0.982 0.785 -0.980 0.40
```
Positions in Å, forces in eV/Å.

The energy above the lowest of the compared OMol25 structures with the same formula, charge and spin comes out at 127.8 kcal per mole. The LUMO energy comes out at -3.57 eV. The spin multiplicity is 1. As for the net charge: +1. The value obtained for the HOMO-LUMO gap is 10.184 eV.



(2)
# C6H8N

2 unconnected molecules or ions with the total composition C6H8N (ωB97M-V/def2-TZVPD, the OMol25 dataset).

The geometry in XYZ format:
```
15
Properties=species:S:1:pos:R:3:forces:R:3:mulliken_charge:R:1
C -0.389484 -0.464657 0.446001 -2.972 1.805 0.293 0.22
C -0.666861 2.056065 -0.622519 -2.080 0.997 -1.213 0.33
C 0.123301 -2.382340 1.402075 -1.071 0.113 2.207 -0.48
C 0.684346 -1.301562 0.607714 0.757 1.844 -0.338 -0.13
C -1.004028 -1.747088 0.537566 3.684 2.096 1.870 -0.28
C 0.622382 2.085020 -1.324973 -0.077 -1.664 2.777 -0.92
N -1.356532 1.344177 0.123781 1.747 -3.319 0.524 -0.28
H -1.352339 2.927465 -0.807768 0.491 -0.135 0.306 0.37
H 0.451875 -3.381707 1.240888 0.138 -0.764 -0.412 0.31
H 0.084737 -2.173021 2.531465 -0.277 -0.156 -1.881 0.24
H 1.615718 -1.093680 0.099606 0.250 -0.874 -0.245 0.38
H -1.585323 -2.150080 -0.192434 -1.926 -1.454 -1.735 0.32
H 1.184334 2.229404 -0.391362 1.020 0.160 -0.476 0.30
H 0.895941 1.116330 -1.735854 -0.045 0.169 -0.307 0.31
H 0.691932 2.935673 -1.914187 0.360 1.181 -1.369 0.32
```
Positions in Å, forces in eV/Å.

The energy above the lowest of the compared OMol25 structures with the same formula, charge and spin comes out at 174.8 kcal per mole. The LUMO energy comes out at -4.68 eV. The spin multiplicity is 1. As for the net charge: +1. The value obtained for the HOMO-LUMO gap is 10.058 eV.



(3)
# C6H8N

A gas-phase ion, C6H8N (charge +1) (ωB97M-V/def2-TZVPD, the OMol25 dataset).

The geometry in XYZ format:
```
15
Properties=species:S:1:pos:R:3:forces:R:3:mulliken_charge:R:1
C -0.882498 -0.935558 0.443352 -2.432 -2.741 2.410 -0.52
C -1.045341 0.764749 -1.287440 2.405 0.221 -1.336 -0.74
C -1.197355 -0.678447 -0.917878 -0.146 -0.648 0.534 0.04
C 0.372479 -0.797618 -0.625491 2.825 -2.915 0.159 -0.29
C 0.330260 0.675295 -0.571952 1.101 2.364 -1.765 0.00
C 0.938052 0.034492 1.821001 0.245 0.831 4.052 -0.74
N 0.100706 -0.048104 0.712134 -1.152 1.250 -2.912 0.32
H -0.989396 0.727867 -2.389396 0.818 0.491 0.400 0.32
H -1.602293 1.639967 -1.062956 -1.302 0.083 0.837 0.38
H -1.611796 -1.456133 -1.530509 -0.734 -0.031 0.077 0.44
H 1.173617 -1.610439 -0.383207 -1.456 1.640 -1.405 0.41
H 1.211606 1.360595 -0.719813 -1.062 -0.792 0.651 0.39
H 0.194210 0.553576 2.533349 1.726 -0.186 -0.591 0.34
H 1.803669 0.666531 1.549921 -0.441 -0.388 0.593 0.31
H 1.204079 -0.896775 2.428885 -0.394 0.821 -1.705 0.35
```
Positions in Å, forces in eV/Å.

The energy above the lowest of the compared OMol25 structures with the same formula, charge and spin comes out at 173.6 kcal per mole. The LUMO energy comes out at -3.80 eV. The spin multiplicity is 1. As for the net charge: +1. The value obtained for the HOMO-LUMO gap is 10.005 eV.



(4)
# C6H8N

A gas-phase ion, C6H8N (charge +1) (ωB97M-V/def2-TZVPD, the OMol25 dataset).

The geometry in XYZ format:
```
15
Properties=species:S:1:pos:R:3:forces:R:3:mulliken_charge:R:1
C 0.911371 -1.658295 -1.023688 0.916 1.934 -1.708 -1.16
C 0.002689 -0.553632 -0.514593 0.655 -0.359 -0.574 0.05
C 0.357818 0.841465 -0.267687 -2.903 1.213 -1.145 -0.05
C -1.064815 1.707289 -0.265113 4.996 -1.600 -2.772 -0.10
N -1.638480 1.602634 0.813093 -1.971 -0.207 3.377 -0.34
C -0.909624 0.771430 1.646818 -2.288 0.506 2.285 -0.29
C 0.102412 0.146941 1.006428 3.516 -2.319 2.248 -0.13
H 1.611183 -2.014060 -0.302687 0.170 -0.636 0.858 0.35
H 1.646723 -1.151749 -1.771380 -1.471 -1.042 0.794 0.32
H 0.299598 -2.454360 -1.492784 0.672 0.454 0.358 0.35
H -0.999631 -0.924186 -0.535128 -0.965 0.790 -0.259 0.37
H 1.340986 1.290271 -0.385882 -0.113 -0.273 -0.444 0.39
H -1.377417 2.112024 -1.189414 -0.750 0.661 -0.632 0.41
H -1.213234 0.706362 2.769291 0.694 0.021 -2.242 0.38
H 0.930422 -0.422134 1.512727 -1.160 0.858 -0.146 0.44
```
Positions in Å, forces in eV/Å.

The energy above the lowest of the compared OMol25 structures with the same formula, charge and spin comes out at 104.2 kcal per mole. The LUMO energy comes out at -6.21 eV. The spin multiplicity is 1. As for the net charge: +1. As for the SMILES: C[C@@H]1[C@H]2C=[N+]=C[C@@H]12. The value obtained for the HOMO-LUMO gap is 9.333 eV.



(5)
# C6H8N

A molecular structure, C6H8N (ωB97M-V/def2-TZVPD, the OMol25 dataset).

The geometry in XYZ format:
```
15
Properties=species:S:1:pos:R:3:forces:R:3:mulliken_charge:R:1
C -1.615364 -0.205666 1.233237 -1.907 -2.056 -1.295 -0.44
C -2.463141 0.142354 -0.070685 0.227 -0.986 0.834 -0.17
C 0.880183 -0.068321 0.568248 -1.932 -1.195 3.314 -0.20
C 1.485424 -0.349558 -0.503371 -0.475 -0.371 1.451 0.02
C -1.338410 0.526056 -0.646099 -1.110 0.648 -0.511 -0.16
C 2.360204 -0.241616 -1.547442 2.133 1.835 -1.920 -0.81
N -0.509305 0.554712 0.518042 1.558 -0.083 2.818 0.13
H -1.973861 0.186458 2.198627 0.425 0.112 -0.440 0.33
H -1.503849 -1.375058 1.250910 0.436 2.456 0.111 0.28
H -3.498770 -0.106691 -0.289446 0.404 0.301 -0.194 0.39
H 0.942865 -0.434762 1.679046 0.679 0.703 -2.106 0.34
H 2.083454 0.822466 -1.733319 0.396 -0.138 -0.982 0.28
H 2.131072 -0.822265 -2.445562 0.439 -0.021 0.291 0.32
H 3.460063 -0.066841 -1.280826 -1.201 -1.020 -0.307 0.30
H -0.440565 1.438730 1.068641 -0.072 -0.185 -1.066 0.39
```
Positions in Å, forces in eV/Å.

The energy above the lowest of the compared OMol25 structures with the same formula, charge and spin comes out at 213.7 kcal per mole. The LUMO energy (spin up / spin down) comes out at -6.08 / -4.59 eV. The spin multiplicity is 1. As for the net charge: +1. The value obtained for the HOMO-LUMO gap (spin up / spin down) is 6.330 / 10.173 eV.



(6)
# C6H8N

A gas-phase ion, C6H8N (charge +1) (ωB97M-V/def2-TZVPD, the OMol25 dataset).

The geometry in XYZ format:
```
15
Properties=species:S:1:pos:R:3:forces:R:3:mulliken_charge:R:1
C -1.514228 -1.573381 0.271527 0.932 0.368 -0.578 -0.11
C -0.334416 -1.382888 1.013321 -0.643 -1.064 0.999 -0.56
C -1.368035 -0.872910 -0.945363 -1.896 -2.051 1.269 -0.89
C -0.146694 -0.135632 -0.866951 1.406 -0.086 -2.112 0.13
C 0.266150 0.812699 0.320241 -0.167 3.389 1.431 0.38
C 1.440369 1.752700 0.070057 1.378 -1.496 -0.227 -1.32
N 0.533150 -0.522082 0.282556 0.658 -1.487 1.168 -0.01
H -2.264329 -2.316143 0.546310 0.129 0.444 -0.177 0.44
H 0.077791 -1.809082 1.935487 -0.468 -0.099 -0.576 0.44
H -1.956199 -1.081859 -1.820850 -0.101 0.500 -0.126 0.43
H 0.469919 0.145459 -1.681941 0.184 0.344 -1.045 0.54
H -0.560380 1.059538 0.975057 0.165 0.399 0.321 0.51
H 1.659690 2.579447 0.752153 -0.400 -0.833 0.901 0.35
H 1.391294 2.329194 -0.814451 -0.454 0.145 -1.486 0.35
H 2.305918 1.014940 -0.037154 -0.723 1.526 0.238 0.32
```
Positions in Å, forces in eV/Å.

The energy above the lowest of the compared OMol25 structures with the same formula, charge and spin comes out at 19.3 kcal per mole. The LUMO energy (spin up / spin down) comes out at -3.01 / -8.89 eV. The spin multiplicity is 3. As for the net charge: +1. The expectation value of S² is 2.03. The value obtained for the HOMO-LUMO gap (spin up / spin down) is 9.697 / 6.790 eV.



What is the net charge in the fourth record?
+1



What is the net charge in the third record?
+1